1.
{"formula": "C3H8NOS", "method": "wB97M-V/def2-TZVPD", "species": ["C", "C", "C", "N", "O", "S", "H", "H", "H", "H", "H", "H", "H", "H"], "xyz": [[1.266, -0.750, -1.537], [0.703, -0.040, -0.409], [-0.240, 2.011, 1.121], [-0.837, -1.650, 0.398], [0.094, 0.144, -1.503], [1.046, 0.763, 0.993], [2.154, -0.261, -1.989], [1.006, -1.726, -1.774], [-0.129, 2.468, 2.120], [-1.236, 1.605, 1.194], [-0.054, 2.868, 0.344], [-1.287, -1.350, -0.508], [-1.626, -1.427, 1.025], [-0.858, -2.654, 0.524]], "forces_ev_per_angstrom": [[1.45, 1.91, 0.23], [0.92, -0.30, 0.87], [0.55, 2.26, -0.52], [-2.09, 0.91, -0.72], [-1.21, 1.02, -0.93], [0.19, 0.08, 0.36], [-0.69, -0.60, 0.15], [-0.24, -1.71, -0.11], [0.48, -0.20, -0.37], [-0.30, -0.26, -0.71], [-0.72, -1.85, 1.34], [0.56, -1.31, 0.94], [0.68, 0.46, 0.22], [0.42, -0.41, -0.75]], "orbital_gap_ev": 9.947, "e_tot_ha": -646.932602, "homo_energy_ev": -14.6, "total_charge": 1, "de_lowest_ev": 2.499, "mol_weight_g_mol": 106.170}

2.
{"formula": "C23H37BF2O4V", "method": "wB97M-V/def2-TZVPD", "species": ["V", "B", "H", "H", "H", "H", "C", "C", "O", "H", "H", "H", "H", "H", "C", "C", "O", "C", "H", "H", "H", "H", "H", "H", "C", "C", "O", "C", "H", "H", "H", "H", "H", "H", "C", "C", "O", "C", "H", "H", "H", "H", "H", "H", "F", "C", "C", "C", "C", "C", "C", "H", "H", "H", "H", "H", "F", "C", "C", "C", "C", "C", "C", "H", "H", "H", "H", "H"], "xyz": [[2.663, 0.320, -1.323], [1.082, 1.051, -2.741], [0.264, 1.400, -3.353], [2.011, 1.050, -3.290], [1.264, 1.655, -1.866], [0.860, 0.049, -2.406], [-0.698, -1.852, 0.376], [0.565, -1.359, 1.062], [1.380, -0.605, 0.196], [-1.373, -2.470, 0.969], [-0.571, -2.396, -0.560], [-1.300, -1.012, 0.028], [1.149, -2.180, 1.479], [0.242, -0.714, 1.879], [1.772, -3.769, -2.671], [2.942, -2.871, -2.565], [2.764, -1.710, -2.249], [4.304, -3.382, -3.014], [1.491, -4.048, -3.686], [0.904, -3.237, -2.281], [1.902, -4.672, -2.074], [4.496, -4.288, -2.439], [5.118, -2.743, -2.671], [4.469, -3.595, -4.070], [3.853, 4.124, 0.964], [2.794, 3.021, 0.913], [2.860, 2.174, 0.000], [1.788, 2.848, 2.021], [3.685, 4.613, 1.924], [3.709, 4.857, 0.171], [4.831, 3.669, 0.806], [2.194, 2.688, 3.020], [1.154, 1.981, 1.837], [1.328, 3.834, 1.949], [-2.337, 1.176, 1.902], [-2.764, 1.988, 0.678], [-3.869, 2.538, 0.573], [-1.668, 2.110, -0.405], [-2.395, 0.090, 1.821], [-2.977, 1.484, 2.729], [-1.303, 1.427, 2.141], [-1.737, 1.271, -1.097], [-0.616, 2.145, -0.123], [-1.877, 3.032, -0.949], [-4.483, -3.762, -3.454], [-3.899, -2.539, -3.586], [-4.479, -1.655, -4.476], [-3.803, -0.442, -4.687], [-2.631, -0.089, -3.981], [-2.043, -1.103, -3.176], [-2.734, -2.294, -2.846], [-5.432, -1.798, -4.964], [-4.221, 0.296, -5.356], [-2.141, 0.858, -4.149], [-1.189, -0.923, -2.539], [-2.437, -2.982, -2.068], [1.838, 2.135, 5.246], [0.718, 1.353, 5.180], [0.860, 0.046, 4.754], [-0.324, -0.786, 4.748], [-1.546, -0.201, 5.046], [-1.612, 1.048, 5.541], [-0.548, 1.840, 5.548], [1.804, -0.404, 4.486], [-0.449, -1.814, 4.444], [-2.424, -0.829, 5.016], [-2.571, 1.505, 5.737], [-0.602, 2.848, 5.932]], "forces_ev_per_angstrom": [[-0.76, -0.86, 1.83], [-0.78, 0.37, -0.36], [-2.94, 1.52, -2.20], [4.01, -0.14, -2.51], [0.01, 2.80, 3.19], [-0.80, -3.90, 1.17], [-0.77, 0.01, -0.69], [1.24, 1.18, -1.72], [-0.23, -0.15, 0.18], [0.06, -0.12, 0.50], [0.72, -0.29, 0.00], [0.01, 0.40, 0.22], [-0.03, -0.54, 0.34], [-0.17, 0.04, 0.62], [-1.17, -0.39, 0.59], [0.44, 1.41, -1.45], [0.54, -0.36, 0.24], [0.60, -0.17, 1.28], [0.50, -0.07, -0.18], [0.08, 0.05, 0.14], [0.10, -0.17, -0.11], [-0.12, -0.50, -0.24], [-0.30, 0.53, -0.18], [-0.57, 0.04, -0.01], [-1.46, -0.33, 0.19], [1.14, -2.26, -1.35], [0.04, 0.77, 0.40], [0.49, 0.34, -0.50], [0.73, 0.23, 0.06], [-0.11, -0.03, -0.07], [0.07, 0.01, 0.34], [0.42, 0.41, -0.05], [-0.21, 0.32, -0.43], [-0.95, -0.12, 0.69], [-0.58, 0.77, 0.25], [-0.10, 0.22, -0.39], [2.10, -1.11, 0.27], [-0.91, 0.62, -0.09], [-0.05, 0.05, -0.45], [-0.01, -0.09, 0.11], [0.05, -0.08, 0.00], [-0.15, -0.08, -0.07], [-0.18, -0.24, 0.61], [-0.07, -0.12, -0.26], [-0.21, 0.09, 0.29], [0.20, -0.51, 0.20], [0.98, 1.07, 0.06], [0.44, 0.42, 0.95], [-0.10, -2.30, -0.53], [-1.31, 0.25, 1.47], [-0.67, 1.16, -1.85], [0.09, -0.50, 0.00], [-0.19, 0.00, -0.09], [0.10, -0.05, 0.10], [0.44, 0.44, -0.38], [0.29, -0.05, -0.17], [-0.87, -0.19, 0.11], [-0.16, -0.70, -0.19], [-1.48, -1.60, 0.26], [0.20, 1.76, -0.32], [0.43, -2.58, 0.16], [-2.52, 0.97, -0.42], [3.53, 2.06, 0.60], [0.16, 0.30, -0.06], [1.09, -0.11, -0.21], [-0.17, 0.02, -0.12], [-0.18, -0.11, 0.35], [-0.03, 0.19, -0.11]], "orbital_gap_ev": [3.563, 7.156], "s_squared": 6.01, "e_tot_ha": -2367.957446, "homo_energy_ev": [-0.8, -4.4], "total_charge": -1, "mol_weight_g_mol": 477.297, "spin_multiplicity": 5}

3.
{"formula": "C17H32BN2O8", "method": "wB97M-V/def2-TZVPD", "species": ["C", "O", "B", "O", "C", "C", "C", "N", "N", "C", "H", "H", "H", "H", "H", "H", "H", "H", "O", "C", "O", "C", "C", "C", "H", "H", "H", "H", "H", "H", "H", "H", "O", "C", "O", "C", "C", "C", "H", "H", "H", "H", "H", "H", "H", "H", "O", "C", "O", "C", "C", "C", "H", "H", "H", "H", "H", "H", "H", "H"], "xyz": [[0.822, -0.891, 0.469], [0.323, -0.095, -0.644], [-0.802, 0.718, -0.201], [-0.652, 2.145, -0.149], [-2.233, 0.081, 0.191], [-2.913, 0.254, 1.544], [-4.265, -0.390, 1.679], [-5.003, -1.144, 0.784], [-4.342, -1.223, -0.357], [-3.109, -0.734, -0.727], [1.515, -0.257, 1.105], [-0.021, -1.262, 1.135], [1.341, -1.796, 0.033], [0.233, 2.343, 0.226], [-2.466, 0.835, 2.399], [-4.790, -0.238, 2.692], [-4.860, -1.748, -1.088], [-2.720, -0.950, -1.772], [-5.787, -0.270, 4.275], [-5.335, -0.956, 5.167], [-4.636, -2.063, 4.870], [-3.916, -2.850, 5.834], [-4.833, -3.840, 6.523], [-5.618, -0.632, 6.606], [-3.379, -2.210, 6.537], [-3.156, -3.397, 5.272], [-5.623, -3.335, 7.083], [-4.269, -4.468, 7.215], [-5.326, -4.478, 5.787], [-6.610, -1.007, 6.866], [-5.600, 0.452, 6.724], [-4.885, -1.030, 7.303], [3.371, 2.948, -0.551], [2.930, 3.070, -1.670], [3.461, 3.971, -2.511], [3.126, 4.075, -3.905], [1.874, 4.905, -4.104], [1.727, 2.283, -2.109], [3.055, 3.086, -4.364], [3.969, 4.577, -4.383], [1.006, 4.448, -3.623], [1.656, 5.023, -5.167], [1.998, 5.894, -3.657], [0.825, 2.767, -1.738], [1.798, 1.282, -1.686], [1.653, 2.156, -3.188], [4.462, 0.777, -5.546], [4.820, 0.053, -4.649], [5.211, -1.205, -4.915], [5.811, -2.086, -3.955], [4.755, -2.787, -3.124], [4.753, 0.513, -3.219], [6.545, -1.555, -3.344], [6.367, -2.829, -4.529], [4.160, -2.077, -2.546], [5.218, -3.493, -2.432], [4.061, -3.329, -3.770], [3.728, 0.401, -2.858], [5.035, 1.566, -3.182], [5.432, -0.010, -2.550]], "forces_ev_per_angstrom": [[0.23, -0.72, 0.35], [-2.50, 1.11, 2.06], [2.26, 1.32, -1.16], [-0.42, -3.09, 1.06], [-4.27, -1.31, 2.03], [-0.73, -1.71, -3.95], [0.05, 0.51, 1.46], [3.45, 2.62, 1.35], [1.48, -0.17, -2.13], [1.28, 1.13, 1.45], [-0.63, -0.87, -0.83], [0.87, 0.36, -0.74], [-0.45, 1.17, 0.63], [-0.30, 0.08, -0.71], [-0.64, -0.76, -1.11], [0.63, -0.46, -1.62], [0.47, 0.40, 0.61], [-0.99, 0.12, 1.46], [0.41, -0.37, 0.12], [-0.41, -0.03, 0.40], [0.20, 0.34, -0.66], [-0.03, -0.32, 0.38], [-0.22, 0.05, 0.01], [0.40, 0.33, 0.28], [-0.15, 0.04, -0.04], [-0.15, 0.20, -0.17], [0.12, -0.01, 0.06], [-0.01, 0.04, -0.06], [0.14, 0.00, 0.02], [0.07, 0.04, -0.04], [-0.25, -0.09, -0.12], [-0.12, -0.18, -0.02], [-0.07, 0.15, -0.41], [-0.12, 0.15, 0.14], [0.50, -0.06, 0.32], [-0.30, 0.04, -0.28], [-0.14, 0.04, 0.16], [0.24, -0.44, -0.53], [-0.01, 0.02, 0.09], [0.05, -0.09, 0.28], [0.02, -0.05, -0.10], [0.04, -0.01, 0.06], [0.07, -0.05, -0.10], [0.13, 0.02, -0.20], [-0.07, 0.23, 0.15], [-0.10, 0.18, -0.02], [0.16, -0.48, 0.23], [-0.32, 0.30, -0.11], [0.19, -0.03, -0.47], [-0.09, -0.08, 0.21], [-0.19, 0.04, 0.07], [0.51, 0.21, 0.33], [-0.12, 0.04, 0.00], [-0.10, 0.21, -0.15], [0.11, 0.00, 0.05], [-0.01, 0.03, -0.06], [0.14, -0.02, -0.01], [0.08, -0.02, -0.02], [-0.21, -0.03, -0.07], [-0.16, -0.11, 0.05]], "orbital_gap_ev": 6.789, "e_tot_ha": -1403.000320, "homo_energy_ev": -11.9, "total_charge": 1, "mol_weight_g_mol": 403.261}

4.
{"formula": "C22H17BrN8OPtS4Sb", "method": "wB97M-V/def2-TZVPD", "species": ["Pt", "S", "Sb", "S", "S", "S", "C", "N", "N", "C", "C", "C", "C", "C", "C", "N", "N", "C", "C", "C", "C", "C", "C", "H", "H", "H", "H", "H", "H", "H", "H", "H", "H", "H", "Br", "C", "C", "C", "N", "C", "C", "H", "H", "H", "H", "N", "C", "O", "C", "C", "N", "C", "N", "H", "H"], "xyz": [[1.460, -1.668, 1.668], [1.704, -4.269, 4.589], [0.038, -4.538, 2.944], [-0.204, -1.941, 3.208], [1.986, -3.919, 1.675], [-1.824, -1.151, 2.173], [-1.250, 0.297, 1.313], [-2.100, 0.981, 0.612], [-3.285, 0.493, 0.350], [-4.161, 1.213, -0.489], [-5.237, 0.535, -1.048], [-6.115, 1.217, -1.874], [-5.925, 2.566, -2.141], [-4.847, 3.231, -1.574], [-3.959, 2.564, -0.744], [-0.034, 0.939, 1.341], [1.029, 0.352, 1.615], [2.175, 1.226, 1.606], [2.312, 2.200, 0.629], [3.449, 2.992, 0.623], [4.429, 2.815, 1.592], [4.275, 1.841, 2.569], [3.149, 1.031, 2.573], [-3.450, -0.507, 0.434], [-5.370, -0.525, -0.869], [-6.945, 0.683, -2.317], [-6.613, 3.095, -2.787], [-4.693, 4.283, -1.775], [-3.119, 3.075, -0.297], [1.533, 2.320, -0.112], [3.572, 3.748, -0.141], [5.315, 3.437, 1.586], [5.034, 1.708, 3.328], [3.013, 0.258, 3.319], [6.425, -0.360, -2.607], [5.025, -0.797, -1.430], [3.712, -0.731, -1.858], [2.706, -1.034, -0.958], [2.982, -1.390, 0.303], [4.257, -1.479, 0.706], [5.312, -1.186, -0.132], [3.461, -0.447, -2.869], [1.654, -1.000, -1.221], [4.419, -1.795, 1.727], [6.328, -1.261, 0.223], [-1.958, -0.546, -2.494], [-1.442, -1.414, -1.579], [-0.304, -1.246, -1.116], [-2.300, -2.489, -1.139], [-1.803, -3.367, -0.166], [-1.404, -4.065, 0.669], [-3.594, -2.664, -1.668], [-4.647, -2.735, -2.142], [-1.348, 0.161, -2.860], [-2.824, -0.741, -2.968]], "forces_ev_per_angstrom": [[-0.09, -0.17, 0.00], [-0.06, 0.00, -0.06], [0.03, -0.02, 0.08], [0.07, -0.01, 0.13], [-0.08, 0.05, 0.03], [-0.01, 0.01, -0.05], [-0.09, 0.01, -0.02], [0.08, -0.02, -0.01], [-0.03, 0.00, 0.01], [0.00, -0.01, -0.01], [0.01, 0.00, -0.02], [0.00, -0.01, 0.00], [0.00, 0.00, 0.00], [0.00, 0.00, 0.00], [-0.01, 0.00, 0.00], [-0.02, 0.01, 0.10], [0.02, 0.09, -0.13], [0.02, -0.03, 0.02], [-0.04, 0.00, 0.00], [0.01, -0.01, 0.01], [0.00, -0.01, -0.01], [0.01, 0.01, 0.00], [0.00, 0.01, 0.00], [0.00, -0.01, 0.01], [0.00, -0.01, 0.00], [0.00, 0.00, 0.00], [0.00, 0.00, 0.00], [0.00, 0.00, 0.00], [0.00, 0.00, 0.00], [0.01, 0.01, 0.00], [0.00, 0.00, 0.00], [0.00, 0.01, 0.00], [0.00, 0.00, 0.01], [0.00, 0.00, 0.00], [0.00, 0.00, 0.00], [0.01, 0.00, -0.01], [-0.06, 0.00, -0.02], [0.07, -0.03, 0.09], [0.10, 0.07, 0.02], [-0.03, 0.00, -0.10], [0.02, -0.02, 0.01], [0.00, 0.00, 0.00], [-0.03, 0.01, -0.06], [-0.01, 0.01, 0.01], [0.00, 0.01, 0.01], [0.00, -0.01, -0.06], [-0.07, -0.15, 0.09], [0.08, 0.15, -0.03], [0.11, 0.03, 0.09], [-0.03, -0.11, 0.14], [0.02, 0.16, -0.25], [0.01, -0.04, -0.06], [-0.02, 0.03, 0.04], [0.00, 0.00, 0.00], [-0.01, 0.02, 0.01]], "orbital_gap_ev": [6.453, 5.946], "s_squared": 0.76, "e_tot_ha": -5888.186077, "homo_energy_ev": [-7.7, -7.7], "total_charge": 0, "de_lowest_ev": 0.069, "mol_weight_g_mol": 934.443, "spin_multiplicity": 2}

The following max |F| values (in eV/Å) correspond, in order, to the records above: 2.4, 4.7, 4.9, 0.3.